No. 1
ORCA calculation (ωB97M-V/def2-TZVPD) on the molecule C3H5NO4.

The molar mass is 119.08 u. Its energy above the lowest of the compared OMol25 structures with the same formula, charge and spin is 311.2 kJ/mol.

ORCA input file:
```
! wB97M-V def2-TZVPD RIJCOSX def2/J DEFGRID3
* xyz 0 1
O 3.36070 -0.76964 0.07661
C 2.17080 -0.88520 0.22720
O 1.63519 -0.94277 1.41085
O 1.32050 -1.04584 -0.80498
C -0.08057 -0.97453 -0.56356
C -0.46067 0.41501 -0.21249
N -0.79556 1.29061 -1.06411
O -0.97146 2.60608 -0.82924
H 2.16607 -0.65291 2.15006
H -0.14537 -1.52396 0.34360
H -0.50470 -1.46453 -1.50483
H -0.24800 0.71744 0.89381
H -1.05608 3.01537 -1.75724
*
```


No. 2
ORCA calculation (ωB97M-V/def2-TZVPD) on a structure of composition C2H3CuF4O.

The expectation value of S² is 0.754. The molar mass is 182.58 u. The total energy is -2192.76068 hartree.

ORCA input file:
```
! wB97M-V def2-TZVPD RIJCOSX def2/J DEFGRID3
* xyz 1 2
C -0.64250 -0.93085 0.52856
F 0.32803 -1.80998 0.41115
F -1.50114 -1.17510 -0.42013
F -0.99748 -1.13320 1.80412
F -1.97386 0.86527 1.22742
C 1.05910 0.53367 -1.07098
O 0.24433 0.48555 0.10110
Cu -0.32141 1.53192 1.47618
H 0.46681 0.26882 -1.95704
H 1.46221 1.54572 -1.19599
H 1.87592 -0.18182 -0.90439
*
```


No. 3
ORCA calculation (ωB97M-V/def2-TZVPD) on a cluster of 8 separate species, C29H38BF7NO24 in total.

The molar mass is 928.40 u. Its energy above the lowest of the compared OMol25 structures with the same formula, charge and spin is 570.9 kJ/mol.

ORCA input file:
```
! wB97M-V def2-TZVPD RIJCOSX def2/J DEFGRID3
* xyz -1 1
C 6.40115 1.73745 1.84009
B 4.81579 1.31435 1.76530
O 4.43170 0.35177 0.67273
C 3.63324 1.83016 2.83273
N 3.56108 3.33261 2.90920
C 3.66649 3.95789 1.70338
C 2.65131 3.86910 0.42263
C 4.95380 5.01221 1.53318
O 2.37992 1.24490 2.24759
C 1.23169 1.47932 3.13642
C -0.13253 1.15283 2.22883
C 0.18806 0.34068 0.84145
O -0.68673 2.48281 1.82374
H 7.05089 0.76402 1.65633
H 6.61207 2.45021 0.91196
H 6.73918 2.18829 2.86556
H 3.98122 0.83799 -0.07827
H 2.57626 2.75139 0.06407
H 2.99088 4.58228 -0.44258
H 1.58563 4.23540 0.81648
H 4.76858 5.69370 0.57409
H 4.97513 5.74658 2.47315
H 5.99002 4.47215 1.50738
H 1.10232 2.58274 3.50416
H 1.22429 0.79276 4.09121
H -0.92948 0.56095 2.86194
H 0.50741 1.05693 -0.05777
H 0.97255 -0.53236 0.95215
H -0.83734 -0.15720 0.48706
H -0.93972 2.44725 0.83853
C -1.33478 4.86605 4.20013
C -0.60222 6.16298 4.25521
O -1.62456 7.11019 4.46618
C -2.59393 6.43932 5.14949
O -3.50811 6.98060 5.74880
O -2.41261 5.08477 5.08805
F -0.00956 6.43279 3.07047
H -1.72640 4.64276 3.20205
H -0.71844 4.02585 4.53117
H 0.13343 6.22896 5.06390
C -0.30317 -4.75235 1.03174
C 0.42938 -3.45542 1.08682
O -0.59295 -2.50820 1.29778
C -1.56233 -3.17907 1.98110
O -2.47651 -2.63780 2.58040
O -1.38100 -4.53363 1.91965
F 1.02204 -3.18561 -0.09793
H -0.69479 -4.97564 0.03366
H 0.31317 -5.59254 1.36278
H 1.16504 -3.38944 1.89550
C -5.13649 0.44056 -1.75342
C -4.49106 -0.89297 -1.58960
O -3.12601 -0.58077 -1.42816
C -3.11043 0.65422 -0.85263
O -2.13377 1.14451 -0.31077
O -4.32599 1.27427 -0.94970
F -4.62827 -1.63612 -2.71055
H -5.11197 0.79885 -2.78802
H -6.17264 0.44681 -1.40449
H -4.84450 -1.45904 -0.72117
C -2.94762 5.55893 -3.33535
C -2.30973 4.39511 -2.65687
O -3.34971 3.44655 -2.58226
C -4.14687 3.70929 -3.65565
O -4.98928 2.93987 -4.08717
O -3.88196 4.93813 -4.19533
F -1.93533 4.71646 -1.39821
H -3.47730 6.21732 -2.63868
H -2.22807 6.15503 -3.90306
H -1.46053 3.96839 -3.20118
C 2.34207 -6.22799 -3.69762
C 1.34667 -5.13453 -3.50993
O 0.63110 -5.53361 -2.36294
C 1.51669 -6.26414 -1.62895
O 1.36078 -6.54818 -0.45299
O 2.60590 -6.63371 -2.36957
F 0.48643 -5.08146 -4.55149
H 1.93920 -7.07523 -4.26266
H 3.25427 -5.88007 -4.18980
H 1.79053 -4.14745 -3.34206
C 3.75182 -3.13032 -7.68366
C 5.22419 -3.36103 -7.65941
O 5.39211 -4.31028 -6.63100
C 4.23217 -5.02511 -6.61550
O 4.09873 -6.10106 -6.05657
O 3.23747 -4.39271 -7.30984
F 5.88332 -2.23357 -7.31006
H 3.42899 -2.37726 -6.95697
H 3.39282 -2.83843 -8.67427
H 5.63201 -3.75659 -8.59576
C -4.56504 -3.57320 4.28579
C -5.98571 -3.40960 3.86549
O -6.64738 -4.46713 4.52178
C -5.92217 -4.69116 5.65339
O -6.32471 -5.33501 6.60801
O -4.69030 -4.09940 5.59169
F -6.11756 -3.58715 2.53179
H -4.01703 -4.28460 3.65891
H -4.02238 -2.62409 4.29594
H -6.43408 -2.45501 4.16085
*
```


- What is the formula in the second record?
  C2H3CuF4O


Copy entry 2 word for word.
ORCA calculation (ωB97M-V/def2-TZVPD) on a structure of composition C2H3CuF4O.

The expectation value of S² is 0.754. The molar mass is 182.58 u. The total energy is -2192.76068 hartree.

ORCA input file:
```
! wB97M-V def2-TZVPD RIJCOSX def2/J DEFGRID3
* xyz 1 2
C -0.64250 -0.93085 0.52856
F 0.32803 -1.80998 0.41115
F -1.50114 -1.17510 -0.42013
F -0.99748 -1.13320 1.80412
F -1.97386 0.86527 1.22742
C 1.05910 0.53367 -1.07098
O 0.24433 0.48555 0.10110
Cu -0.32141 1.53192 1.47618
H 0.46681 0.26882 -1.95704
H 1.46221 1.54572 -1.19599
H 1.87592 -0.18182 -0.90439
*
```